Run one
{"formula": "CH4Cl2Si", "method": "the ωB97M-V functional and the def2-TZVPD basis", "multiplicity": 1, "smiles": "C=[Si](Cl)Cl.[H][H]", "species": ["Cl", "Cl", "Si", "C", "H", "H", "H", "H"], "coordinates": [[0.72, 1.33, -0.16], [-1.28, -0.28, -2.18], [-0.84, 0.19, -0.35], [-1.50, -0.37, 1.27], [3.57, -0.05, -0.95], [2.87, 0.02, -1.08], [-1.09, 0.02, 2.20], [-2.46, -0.86, 1.25]]}

Run two
{"formula": "CH4Cl2Si", "method": "the ωB97M-V functional and the def2-TZVPD basis", "multiplicity": 1, "species": ["Cl", "Cl", "Si", "C", "H", "H", "H", "H"], "coordinates": [[-0.76, -0.94, 2.28], [-2.09, -0.87, -0.73], [-0.71, -0.01, 0.47], [0.98, -0.09, -0.42], [1.93, 0.19, 0.08], [-0.98, 2.06, 0.26], [0.61, 0.72, -1.02], [1.04, -1.07, -0.92]]}

Stability summary - winner: run two; margin: 0.0494 hartree.

Run one
{"formula": "HO3S3", "method": "the ωB97M-V functional and the def2-TZVPD basis", "multiplicity": 1, "total_charge": -1, "smiles": "O=S([O-])#S(O)=S", "species": ["S", "S", "S", "O", "O", "O", "H"], "coordinates": [[3.23, 0.65, -0.27], [0.43, 2.27, -0.99], [0.95, 1.45, 0.64], [4.34, 0.32, 0.67], [0.39, -0.19, 0.92], [2.63, -0.57, -0.81], [0.93, -0.86, 0.54]]}

Run two
{"formula": "HO3S3", "method": "the ωB97M-V functional and the def2-TZVPD basis", "multiplicity": 1, "total_charge": -1, "smiles": "O=S(=O)([O-])SS", "species": ["S", "S", "S", "O", "O", "O", "H"], "coordinates": [[1.92, 1.17, 0.21], [-0.10, 0.96, 1.13], [1.65, -0.80, -0.59], [2.67, -0.88, -1.58], [1.70, -1.69, 0.51], [0.35, -0.68, -1.18], [-0.06, -0.14, 0.21]]}

Stability summary - winner: run two; margin: 0.0051 hartree.